# 1
{
  "formula": "C23H72O13",
  "method": "ωB97M-V/def2-TZVPD",
  "species": ["O", "O", "O", "O", "O", "O", "O", "O", "O", "O", "O", "O", "O", "C", "C", "C", "C", "C", "C", "C", "C", "C", "C", "C", "C", "C", "C", "C", "C", "C", "C", "C", "C", "C", "C", "C", "H", "H", "H", "H", "H", "H", "H", "H", "H", "H", "H", "H", "H", "H", "H", "H", "H", "H", "H", "H", "H", "H", "H", "H", "H", "H", "H", "H", "H", "H", "H", "H", "H", "H", "H", "H", "H", "H", "H", "H", "H", "H", "H", "H", "H", "H", "H", "H", "H", "H", "H", "H", "H", "H", "H", "H", "H", "H", "H", "H", "H", "H", "H", "H", "H", "H", "H", "H", "H", "H", "H", "H"],
  "positions_angstrom": [[18.122, -4.817, 12.416], [16.945, -3.948, 4.890], [14.790, -4.043, 8.415], [11.803, -1.417, 10.279], [15.353, -4.725, 12.254], [8.971, -6.584, 8.879], [9.845, -9.369, 8.720], [16.002, -9.933, 8.018], [8.306, -4.988, 11.283], [11.328, -6.084, 2.220], [14.587, -2.333, 10.822], [9.435, -2.133, 4.230], [14.551, 1.024, 6.193], [14.651, -0.289, 5.701], [9.109, -3.843, 11.184], [14.529, -5.707, 11.666], [12.252, -0.970, 9.100], [15.549, -0.939, 6.780], [15.802, -7.611, 7.586], [17.174, -4.800, 5.949], [12.789, -6.618, 4.150], [10.280, -3.127, 3.778], [11.052, -0.562, 8.233], [13.520, -4.322, 7.708], [11.815, -7.169, 3.030], [14.940, -1.145, 11.447], [16.684, -8.735, 8.161], [10.932, -10.186, 9.084], [12.375, -4.755, 8.628], [18.739, -5.509, 11.248], [8.782, -5.872, 7.658], [11.719, -2.811, 4.279], [17.665, -5.631, 10.175], [12.007, -9.171, 9.092], [16.453, -0.928, 11.399], [13.140, -5.463, 12.113], [9.894, -4.095, 4.099], [10.149, -3.968, 11.485], [17.571, -3.228, 4.781], [16.015, -6.595, 7.919], [11.943, -2.774, 5.345], [17.523, -5.783, 5.631], [9.063, -9.924, 8.769], [14.827, -3.000, 11.469], [16.941, -1.689, 12.007], [12.304, -5.906, 4.818], [17.886, -4.247, 6.562], [14.683, -3.318, 9.034], [12.170, -8.852, 8.063], [13.717, -6.186, 3.776], [10.939, -7.627, 3.490], [16.459, -0.483, 7.171], [16.971, -4.798, 10.070], [12.977, -5.939, 13.080], [9.744, -5.868, 7.146], [12.731, -5.599, 9.220], [12.986, -4.394, 12.260], [10.295, -1.328, 8.064], [14.544, -1.043, 12.457], [7.979, -6.308, 7.063], [11.904, -8.305, 9.745], [12.367, -5.785, 11.416], [12.614, -1.405, 10.792], [17.704, -8.715, 7.777], [12.855, -0.080, 9.275], [9.359, -7.452, 8.744], [16.311, -5.080, 6.553], [14.625, -5.673, 10.581], [12.396, -7.880, 2.442], [18.110, -6.022, 9.260], [19.454, -4.826, 10.790], [11.370, -0.331, 7.216], [8.548, -4.849, 7.952], [8.960, -3.371, 10.213], [9.820, -1.283, 4.006], [13.282, -3.485, 7.052], [14.773, -7.835, 7.869], [12.098, -5.548, 2.018], [12.279, -3.672, 3.914], [8.691, -3.155, 11.919], [16.590, 0.052, 11.857], [14.513, -0.331, 10.861], [12.902, -9.653, 9.486], [11.554, -5.102, 8.001], [13.146, -7.516, 4.654], [15.748, -1.940, 6.397], [18.756, -5.003, 13.112], [16.203, -10.540, 8.734], [15.414, 1.387, 5.982], [12.118, -1.966, 3.717], [10.172, -3.139, 2.694], [16.978, -0.811, 10.451], [15.069, -0.250, 4.695], [15.880, -7.577, 6.499], [14.884, -1.088, 7.631], [10.511, 0.269, 8.686], [14.903, -6.662, 12.035], [19.249, -6.408, 11.592], [12.876, -1.629, 8.497], [13.760, -5.132, 7.019], [10.714, -10.559, 10.085], [17.170, -6.535, 10.529], [11.991, -4.010, 9.325], [8.486, -5.556, 10.530], [10.928, -10.976, 8.333], [13.624, -0.623, 5.554], [16.813, -8.503, 9.218], [16.247, -5.050, 12.125]],
  "lowdin_charge": [-0.1026, -0.1126, -0.1072, 0.0835, -0.0879, -0.1478, -0.1147, -0.0588, 0.1088, -0.0953, -0.0959, -0.0824, -0.0993, -0.2926, -0.0532, -0.3258, -0.3141, -0.0597, -0.0705, -0.1871, -0.0869, -0.3254, -0.0284, -0.2414, -0.2646, -0.3170, -0.3335, -0.2980, -0.0489, -0.2370, -0.1129, -0.0683, -0.0845, -0.0920, -0.0542, -0.0796, 0.1069, 0.1142, 0.0831, 0.0369, 0.0483, 0.0768, 0.0987, 0.0563, 0.0775, 0.0472, 0.0904, 0.0265, 0.0829, 0.0701, 0.1077, 0.0851, 0.0813, 0.0865, 0.0640, 0.0558, 0.0719, 0.0779, 0.1296, 0.0911, 0.0744, 0.0567, 0.0786, 0.1114, 0.1438, 0.0399, 0.0346, 0.0914, 0.1044, 0.0823, 0.1051, 0.0774, 0.0772, 0.1112, 0.0824, 0.0823, 0.0641, 0.0705, 0.0455, 0.1073, 0.0785, 0.1012, 0.0777, 0.0553, 0.0624, 0.0547, 0.0847, 0.0914, 0.0833, 0.0749, 0.1136, 0.0777, 0.1110, 0.0702, 0.0423, 0.0897, 0.1242, 0.1199, 0.1169, 0.0999, 0.1202, 0.0613, 0.0586, 0.0710, 0.1274, 0.0939, 0.0905, 0.0281],
  "orbital_gap_ev": [10.100, 2.516],
  "total_charge": 1,
  "e_homo_ev": [-11.875, -11.875],
  "lumo_ev": [-1.78, -9.36],
  "spin_multiplicity": 2,
  "de_lowest_ev": 5.666
}


# 2
{
  "formula": "C23H74N10O23",
  "method": "ωB97M-V/def2-TZVPD",
  "species": ["O", "O", "O", "O", "O", "O", "O", "O", "O", "O", "O", "O", "O", "O", "O", "O", "O", "O", "O", "O", "O", "O", "O", "N", "N", "N", "N", "N", "N", "N", "N", "N", "N", "C", "C", "C", "C", "C", "C", "C", "C", "C", "C", "C", "C", "C", "C", "C", "C", "C", "C", "C", "C", "C", "C", "C", "H", "H", "H", "H", "H", "H", "H", "H", "H", "H", "H", "H", "H", "H", "H", "H", "H", "H", "H", "H", "H", "H", "H", "H", "H", "H", "H", "H", "H", "H", "H", "H", "H", "H", "H", "H", "H", "H", "H", "H", "H", "H", "H", "H", "H", "H", "H", "H", "H", "H", "H", "H", "H", "H", "H", "H", "H", "H", "H", "H", "H", "H", "H", "H", "H", "H", "H", "H", "H", "H", "H", "H", "H", "H"],
  "positions_angstrom": [[1.770, 3.003, 1.813], [3.489, -2.381, -0.489], [-2.875, -1.298, -1.989], [4.180, 3.732, 0.728], [1.233, -3.354, -2.285], [-1.637, -3.139, 1.734], [0.932, 1.336, -4.406], [-0.317, 1.308, 1.264], [-2.319, 2.885, 2.021], [-3.799, 1.494, 0.032], [2.045, -2.674, -5.079], [-4.324, -2.383, 3.019], [1.492, -0.497, -0.292], [4.634, -0.003, -2.597], [-0.388, -4.879, -0.506], [1.629, 4.409, -0.976], [-1.139, 4.633, -1.479], [0.541, -2.486, 3.372], [-3.585, -2.390, 0.252], [-4.358, 0.782, -2.817], [-1.831, 0.315, -4.064], [2.242, -0.254, 3.581], [-3.684, 1.900, 5.073], [3.898, 1.433, -1.029], [2.790, 0.593, -5.419], [5.326, -1.228, -0.042], [-0.893, 4.694, 2.220], [-2.174, 3.871, 3.987], [5.853, 1.886, -2.054], [-2.662, 0.174, 4.044], [3.815, -1.668, 1.630], [2.110, -0.361, -3.405], [-4.903, -0.026, 4.852], [2.628, -3.741, -4.272], [4.142, -1.732, 0.346], [-3.767, 0.717, 4.718], [0.941, 3.405, -1.724], [-4.501, 2.018, -2.156], [1.792, -1.073, 4.730], [-3.519, 2.321, -1.046], [-1.268, -0.937, -3.626], [0.170, -0.773, 0.251], [4.138, 3.346, 2.079], [4.771, 1.055, -1.945], [0.437, -1.604, 4.464], [-4.673, -1.657, 0.762], [1.844, 0.516, -4.415], [-5.249, -2.368, 1.944], [-1.172, -4.517, 1.805], [-0.046, -4.774, 0.834], [1.594, -4.283, -3.320], [-2.347, -1.829, -3.132], [-0.679, 0.425, 0.232], [-0.266, 4.023, -2.411], [-1.776, 3.793, 2.712], [2.987, 2.475, 2.330], [-0.527, -0.856, -2.829], [1.889, -5.234, -2.853], [-4.495, -0.642, 1.104], [2.492, -1.937, 4.881], [1.088, 2.344, 1.590], [-3.918, 0.923, -3.653], [-0.294, -1.415, -0.479], [2.100, -2.981, -1.946], [-3.436, 1.816, 0.862], [-0.600, 4.741, 1.240], [-0.786, 3.286, -3.053], [-4.531, 2.798, -2.841], [0.215, -4.402, -1.093], [4.095, -0.862, 2.142], [3.527, -3.354, -3.705], [6.370, 1.701, -2.925], [-3.132, -2.021, -3.856], [-0.932, -4.738, 2.857], [-0.027, -2.029, 5.364], [0.196, 4.846, -3.019], [-5.017, -1.029, 4.543], [-2.512, 2.063, -1.383], [2.702, 1.084, -6.302], [5.347, -1.093, -1.049], [1.439, -0.211, 3.043], [-0.708, 0.908, -0.713], [0.607, -3.916, 1.086], [-5.497, 2.033, -1.695], [-3.319, -0.467, -2.282], [-2.768, 3.085, 4.329], [-1.962, 4.089, -1.444], [0.721, 2.605, -0.994], [-1.704, 0.018, 0.406], [0.641, -4.566, -3.750], [2.073, -1.276, -0.398], [-5.520, -3.454, 1.754], [-3.549, -2.955, 2.723], [-1.143, 1.911, 1.467], [1.755, -2.024, -4.387], [5.697, -0.440, 0.485], [0.502, -5.731, 1.093], [3.957, 2.382, -0.626], [3.013, -4.445, -5.003], [-5.720, 0.420, 5.305], [-1.074, 0.878, -4.257], [2.912, 2.269, 3.400], [-2.303, 0.948, 3.459], [4.119, 4.219, 2.751], [-3.528, 3.359, -0.793], [3.111, 0.769, -0.873], [3.111, -0.545, -3.237], [3.211, -0.389, -5.607], [-1.995, -2.848, -2.890], [-3.468, -2.112, -0.685], [1.477, -0.274, -2.599], [1.724, -0.425, 5.655], [1.637, 3.074, -2.492], [0.335, -1.158, 1.241], [-0.085, -0.695, 4.110], [5.048, 2.716, 2.308], [-0.258, -2.675, 2.917], [-2.242, -2.990, 0.971], [-0.777, -1.542, -4.441], [3.205, 1.489, 1.923], [5.807, 2.847, -1.655], [-2.822, -0.727, 3.631], [-2.115, -5.014, 1.666], [-1.637, 4.443, 4.691], [3.283, 4.177, 0.603], [2.823, -1.883, 1.789], [-6.217, -1.914, 2.294], [-5.552, -1.552, -0.001], [-0.355, 5.314, 2.804], [1.027, 5.037, -0.535]],
  "lowdin_charge": [-0.0739, -0.0149, -0.0789, -0.1059, -0.1162, -0.1469, 0.0045, -0.1035, -0.0550, -0.0520, -0.1167, -0.1237, -0.1086, -0.0501, -0.0513, -0.0921, -0.0788, -0.0608, -0.0828, -0.0488, -0.0565, -0.1056, -0.0191, 0.2062, 0.1458, 0.1806, 0.1948, 0.1711, 0.1558, 0.1666, 0.2036, 0.1525, 0.1600, -0.2051, -0.6853, -0.6076, -0.2243, -0.1956, -0.1965, -0.2510, -0.2193, -0.1818, -0.2630, -0.6809, -0.2633, -0.2423, -0.6447, -0.2559, -0.1981, -0.2592, -0.2271, -0.2614, -0.2488, -0.2313, -0.6064, -0.2760, 0.0969, 0.1233, 0.1012, 0.1335, 0.0402, 0.0813, 0.1123, 0.0781, 0.0492, 0.1040, 0.1196, 0.1031, 0.0388, 0.0846, 0.1355, 0.1186, 0.1288, 0.1257, 0.1327, 0.1375, 0.1064, 0.1059, 0.1007, 0.0785, 0.0530, 0.0976, 0.1170, 0.1350, 0.0657, 0.0544, 0.0565, 0.1082, 0.1322, 0.1221, 0.0230, 0.1367, 0.0985, 0.0735, 0.0286, 0.1126, 0.1375, 0.0883, 0.1150, 0.1228, 0.0451, 0.1136, 0.0893, 0.1236, 0.1123, 0.1045, 0.0716, 0.1340, 0.1385, 0.0617, 0.0940, 0.1350, 0.1075, 0.0993, 0.1115, 0.1427, 0.0072, 0.0482, 0.1403, 0.0954, 0.1229, 0.0644, 0.1151, 0.1417, 0.0987, 0.1070, 0.1307, 0.1626, 0.1092, 0.0833],
  "orbital_gap_ev": 10.200,
  "e_homo_ev": -9.747,
  "lumo_ev": 0.45,
  "de_lowest_ev": 0.000
}